{"formula": "C2H2N4", "method": "ωB97M-V/def2-TZVPD", "orbital_gap_ev": 10.8, "smiles": "N#CN(N)C#N", "de_lowest_kj_mol": 371.9, "species": ["N", "C", "N", "N", "C", "N", "H", "H"], "coordinates": [[2.20, -0.05, 1.22], [1.25, 0.25, 0.67], [0.16, 0.50, -0.08], [-1.12, 0.28, 0.31], [0.05, -0.36, -1.49], [0.15, -0.99, -2.41], [-1.11, -0.61, 0.88], [-1.58, 0.98, 0.90]]}



{"formula": "CH20O9", "method": "ωB97M-V/def2-TZVPD", "orbital_gap_ev": 8.1, "de_lowest_kj_mol": 418.6, "species": ["O", "H", "H", "H", "C", "O", "H", "H", "H", "O", "H", "H", "O", "H", "H", "O", "H", "H", "O", "H", "H", "O", "H", "H", "O", "H", "H", "O", "H", "H"], "coordinates": [[23.65, 30.28, 5.39], [22.59, 30.26, 5.39], [24.18, 31.20, 5.42], [24.03, 29.99, 4.54], [24.82, 28.60, 3.09], [25.04, 29.98, 3.21], [25.58, 28.12, 2.80], [24.00, 28.41, 2.39], [24.57, 28.22, 4.02], [27.50, 29.79, 4.11], [26.68, 29.66, 3.72], [28.01, 29.70, 3.28], [22.25, 32.15, 3.79], [22.73, 33.07, 3.85], [22.61, 31.96, 2.89], [21.14, 30.35, 6.13], [20.28, 29.99, 5.80], [20.77, 30.34, 7.05], [24.85, 32.65, 6.08], [25.24, 32.54, 6.98], [25.64, 32.25, 5.56], [21.66, 27.29, 5.46], [22.21, 27.66, 6.07], [21.40, 28.02, 4.99], [21.05, 29.49, 3.43], [20.45, 29.32, 2.65], [21.67, 30.07, 3.07], [23.18, 30.92, 1.20], [23.89, 30.66, 1.80], [22.87, 30.00, 0.64]]}



{"formula": "C7H11N", "method": "ωB97M-V/def2-TZVPD", "orbital_gap_ev": 8.9, "de_lowest_kj_mol": 362.9, "species": ["C", "C", "C", "C", "C", "C", "C", "N", "H", "H", "H", "H", "H", "H", "H", "H", "H", "H", "H"], "coordinates": [[-0.91, -0.81, -1.56], [-0.73, 0.21, -0.72], [-0.12, -0.93, 1.76], [0.35, -1.53, -1.12], [0.52, -0.36, -0.15], [-1.50, 1.42, -0.34], [1.79, 0.38, 0.07], [0.71, -0.75, 2.64], [-1.64, -1.06, -2.31], [-1.13, -1.35, 1.69], [0.20, -2.51, -0.67], [1.13, -1.61, -1.88], [-0.85, 2.29, -0.28], [-1.95, 1.28, 0.65], [-2.30, 1.60, -1.05], [1.62, 1.23, 0.73], [2.17, 0.75, -0.89], [2.54, -0.27, 0.52], [0.48, -1.02, 3.60]]}



{"formula": "C17H47B3O10S6", "method": "ωB97M-V/def2-TZVPD", "orbital_gap_ev": 8.2, "species": ["C", "C", "B", "O", "B", "O", "B", "C", "C", "C", "O", "O", "H", "H", "H", "H", "H", "H", "H", "H", "H", "H", "H", "C", "S", "O", "C", "H", "H", "H", "H", "H", "H", "C", "S", "O", "C", "H", "H", "H", "H", "H", "H", "C", "S", "O", "C", "H", "H", "H", "H", "H", "H", "C", "S", "O", "C", "H", "H", "H", "H", "H", "H", "C", "S", "O", "C", "H", "H", "H", "H", "H", "H", "C", "S", "O", "C", "H", "H", "H", "H", "H", "H"], "coordinates": [[2.76, 2.01, 3.43], [2.16, 2.33, 1.91], [1.14, 1.09, 1.52], [1.62, -0.32, 1.38], [0.84, -1.05, 2.40], [-0.55, -0.75, 2.82], [-0.90, 0.66, 2.57], [-1.80, 1.64, 3.53], [-3.37, 1.71, 2.68], [-4.20, 3.22, 2.84], [-3.44, 2.68, 1.48], [-0.34, 1.28, 1.32], [3.90, 1.64, 3.36], [2.13, 1.17, 3.98], [2.78, 2.96, 4.13], [3.04, 2.31, 1.12], [1.61, 3.37, 1.98], [1.39, -1.96, 2.96], [-1.41, 2.74, 3.51], [-2.04, 1.22, 4.60], [-4.07, 0.66, 2.68], [-3.46, 3.41, 3.77], [-3.93, 4.23, 2.37], [-2.85, 2.82, -1.61], [-2.13, 3.46, -3.14], [-3.13, 4.39, -3.76], [-2.21, 1.90, -4.05], [-2.94, 3.65, -0.90], [-3.85, 2.41, -1.81], [-2.20, 2.05, -1.19], [-3.24, 1.54, -4.10], [-1.58, 1.15, -3.56], [-1.84, 2.07, -5.07], [1.80, 4.94, -3.73], [1.71, 3.17, -3.39], [1.07, 3.00, -2.04], [3.48, 2.91, -3.19], [0.79, 5.33, -3.85], [2.29, 5.45, -2.89], [2.36, 5.11, -4.65], [3.87, 3.55, -2.39], [3.99, 3.14, -4.13], [3.66, 1.86, -2.94], [-1.40, 1.67, -7.90], [0.01, 0.59, -7.54], [1.23, 1.45, -7.44], [0.04, -0.23, -9.15], [-1.58, 2.31, -7.03], [-1.17, 2.30, -8.77], [-2.28, 1.07, -8.10], [0.18, 0.51, -9.94], [-0.89, -0.77, -9.30], [0.88, -0.93, -9.16], [3.90, -3.13, 1.63], [3.81, -4.91, 1.97], [3.17, -5.08, 3.32], [5.58, -5.16, 2.17], [2.89, -2.75, 1.51], [4.39, -2.62, 2.47], [4.46, -2.97, 0.71], [5.97, -4.53, 2.97], [6.09, -4.93, 1.23], [5.76, -6.21, 2.42], [-0.10, -4.95, -2.18], [1.01, -4.94, -0.76], [2.41, -5.10, -1.27], [0.49, -6.53, -0.08], [0.08, -4.06, -2.78], [0.09, -5.84, -2.80], [-1.14, -4.96, -1.84], [0.65, -7.32, -0.82], [-0.57, -6.48, 0.20], [1.09, -6.74, 0.81], [-3.98, -1.79, 6.54], [-4.42, -0.15, 7.15], [-3.60, 0.85, 6.40], [-3.68, -0.35, 8.79], [-4.31, -1.88, 5.50], [-2.89, -1.93, 6.58], [-4.47, -2.56, 7.14], [-2.62, -0.57, 8.70], [-4.19, -1.16, 9.33], [-3.81, 0.58, 9.34]]}



{"formula": "C5H13NO", "method": "ωB97M-V/def2-TZVPD", "orbital_gap_ev": [2.6, 7.0], "multiplicity": 2, "s_squared": 0.7527, "total_charge": -1, "de_lowest_kj_mol": 252.2, "species": ["C", "C", "C", "C", "N", "C", "H", "H", "H", "H", "H", "H", "H", "H", "H", "H", "H", "H", "H", "O"], "coordinates": [[2.14, -2.65, -0.68], [1.40, -1.67, 0.27], [0.92, -0.44, -0.44], [-0.44, -0.10, -0.56], [-1.45, -0.80, 0.20], [-1.84, -0.08, 1.41], [2.57, -3.45, -0.05], [3.06, -2.21, -1.09], [1.61, -3.01, -1.56], [0.59, -2.28, 0.67], [2.17, -1.41, 1.00], [1.64, 0.34, -0.64], [-0.85, 0.23, -1.52], [-2.29, -0.84, -0.36], [-1.13, -0.09, 2.24], [-2.04, 0.98, 1.17], [-2.82, -0.43, 1.79], [-0.69, 6.16, 0.01], [-1.08, 5.86, -1.38], [-1.46, 5.89, -0.49]]}



{"formula": "C12H15INO6P", "method": "ωB97M-V/def2-TZVPD", "orbital_gap_ev": 7.8, "species": ["O", "C", "O", "C", "I", "C", "C", "C", "O", "N", "C", "C", "C", "C", "C", "C", "C", "P", "O", "O", "O", "H", "H", "H", "H", "H", "H", "H", "H", "H", "H", "H", "H", "H", "H", "H"], "coordinates": [[-1.98, 4.52, 0.20], [-2.42, 3.55, 1.04], [-2.71, 2.17, 0.61], [-1.50, 1.34, 0.51], [-0.06, 2.20, 1.99], [-0.83, 1.61, -0.96], [-0.95, 0.40, -2.04], [0.55, -0.24, -2.23], [1.49, 0.59, -2.76], [0.99, -1.64, -1.86], [2.28, -1.43, -1.03], [2.09, -1.24, 0.62], [3.38, -0.96, 1.63], [4.87, -0.90, 0.93], [5.08, -1.12, -0.70], [3.80, -1.40, -1.72], [-1.68, -0.22, 0.94], [-3.46, -0.90, 0.82], [-3.95, -1.25, -0.64], [-4.66, 0.09, 1.66], [-3.45, -2.44, 1.71], [-2.61, 3.92, 2.16], [-1.42, 2.54, -1.43], [0.30, 1.92, -0.86], [-1.22, 0.90, -3.09], [-1.80, -0.38, -1.84], [0.26, -2.12, -1.29], [1.04, -1.29, 1.15], [3.16, -0.80, 2.78], [5.79, -0.70, 1.66], [6.16, -1.09, -1.17], [3.96, -1.57, -2.88], [-1.38, -0.29, 2.09], [-0.98, -0.98, 0.38], [-5.55, -0.31, 1.42], [-2.59, -2.47, 2.23]]}



{"formula": "C14H9F4IrN5OSTe4", "method": "ωB97M-V/def2-TZVPD", "orbital_gap_ev": [4.3, 4.3], "total_charge": 1, "de_lowest_kj_mol": 0.0, "species": ["Ir", "Te", "Te", "Te", "Te", "F", "C", "C", "F", "C", "C", "C", "F", "C", "C", "C", "N", "C", "N", "F", "C", "C", "N", "C", "N", "N", "H", "H", "H", "C", "S", "C", "O", "H", "H", "H", "H", "H", "H"], "coordinates": [[1.85, -0.20, -2.20], [1.38, 1.90, -3.71], [0.90, 3.75, -1.79], [3.37, 3.42, -0.72], [2.84, 0.87, -0.03], [-1.09, -1.08, 1.17], [-2.16, -0.45, 1.66], [-2.68, -0.86, 2.82], [-2.12, -1.88, 3.44], [-3.84, -0.22, 3.42], [-4.39, 0.88, 2.65], [-3.85, 1.29, 1.48], [-4.40, 2.31, 0.84], [-2.69, 0.66, 0.89], [-2.14, 1.08, -0.28], [-0.98, 0.49, -0.85], [-0.03, 0.14, -1.39], [-2.63, 2.17, -1.08], [-2.93, 3.04, -1.77], [-5.44, 1.52, 3.11], [-4.38, -0.63, 4.60], [-5.52, -0.02, 5.21], [-6.44, 0.41, 5.75], [-3.85, -1.73, 5.36], [-3.49, -2.60, 6.02], [1.86, -2.12, -1.12], [1.68, -2.90, -1.75], [1.11, -2.12, -0.44], [2.72, -2.33, -0.62], [4.82, 0.80, -3.54], [3.76, -0.59, -3.24], [4.90, -1.57, -2.28], [3.44, -1.30, -4.48], [5.71, 0.42, -4.04], [5.06, 1.26, -2.58], [4.30, 1.51, -4.17], [5.06, -1.08, -1.32], [5.82, -1.67, -2.84], [4.46, -2.56, -2.15]]}



{"formula": "C4H6O2", "method": "ωB97M-V/def2-TZVPD", "orbital_gap_ev": 10.5, "smiles": "O=C[C@@H]1C[C@@H]1O", "de_lowest_kj_mol": 165.6, "species": ["O", "C", "C", "C", "C", "O", "H", "H", "H", "H", "H", "H"], "coordinates": [[-1.85, 1.90, 0.98], [-1.31, 1.07, 0.28], [0.07, 0.59, 0.52], [0.89, 0.16, -0.68], [0.49, -0.85, 0.33], [-0.48, -1.77, -0.02], [-1.82, 0.66, -0.62], [0.58, 1.13, 1.32], [1.91, 0.50, -0.79], [0.32, 0.06, -1.61], [1.24, -1.20, 1.05], [-0.09, -2.35, -0.69]]}



{"formula": "C14H16Br9N3O2", "method": "ωB97M-V/def2-TZVPD", "orbital_gap_ev": 9.2, "species": ["C", "N", "O", "O", "H", "H", "H", "N", "C", "C", "C", "C", "C", "H", "H", "H", "H", "H", "N", "C", "C", "C", "C", "C", "H", "H", "H", "H", "H", "C", "Br", "Br", "Br", "H", "C", "Br", "Br", "Br", "H", "C", "Br", "Br", "Br", "H"], "coordinates": [[-15.48, -1.50, 12.08], [-16.44, -0.53, 11.49], [-17.60, -0.54, 11.93], [-15.98, 0.32, 10.72], [-14.52, -1.02, 12.10], [-15.30, -2.29, 11.38], [-15.81, -1.80, 13.03], [-15.07, 5.89, 3.21], [-15.31, 6.80, 4.15], [-15.23, 6.57, 5.48], [-15.04, 5.22, 5.86], [-15.06, 4.20, 4.94], [-15.07, 4.61, 3.65], [-15.59, 7.82, 3.86], [-15.38, 7.42, 6.18], [-15.03, 4.95, 6.95], [-15.06, 3.15, 5.23], [-15.24, 3.93, 2.77], [-17.75, -1.03, 5.27], [-17.74, -1.99, 6.19], [-17.89, -3.35, 5.96], [-18.29, -3.81, 4.72], [-18.30, -2.83, 3.77], [-18.05, -1.50, 4.06], [-17.42, -1.68, 7.21], [-17.74, -4.03, 6.78], [-18.64, -4.80, 4.49], [-18.47, -3.00, 2.76], [-18.14, -0.80, 3.25], [-14.63, 3.12, 11.76], [-14.36, 4.95, 11.59], [-16.37, 2.67, 12.51], [-13.30, 2.20, 12.75], [-14.67, 2.78, 10.77], [-20.10, 2.13, 4.94], [-21.65, 2.32, 6.07], [-19.05, 3.66, 5.15], [-20.81, 1.99, 3.08], [-19.49, 1.27, 5.19], [-18.20, 2.18, 9.36], [-18.45, 0.84, 7.92], [-19.83, 3.16, 9.62], [-16.77, 3.32, 8.76], [-17.75, 1.69, 10.24]]}